Density functional theory data (ωB97M-V/def2-TZVPD) for a cluster of 9 separate species, C15H39N9O18S in total.

Values from the calculation:
SMILES string   NCCCCC[C@@H](S)OC=O.C[N+](=O)[O-].C[N+](=O)[O-].C[N+](=O)[O-].C[N+](=O)[O-].C[N+](=O)[O-].C[N+](=O)[O-].C[N+](=O)[O-].C[N+](=O)[O-]
Electronic energy   -2839.45845 a.u.

Last column: Mulliken charge in e.
CARTESIAN COORDINATES (ANGSTROEM)
N (4.095, 2.735, -0.928)  -0.62
C (3.422, 1.510, -0.469)  -0.31
C (1.918, 1.532, -0.750)  -0.72
C (1.330, 0.110, -0.739)  -0.44
C (-0.111, 0.015, -0.242)  -0.35
C (-1.090, 0.976, -0.938)  -0.02
C (-2.362, 1.114, -0.098)  -0.29
S (-2.191, 2.333, 1.263)  -0.27
O (-3.525, 1.398, -0.891)  -0.20
C (-3.581, 2.633, -1.476)  0.03
O (-4.130, 3.565, -0.966)  -0.47
H (5.062, 2.520, -1.141)  0.31
H (4.112, 3.429, -0.190)  0.18
H (3.577, 1.346, 0.608)  0.21
H (3.864, 0.663, -1.012)  0.23
H (1.411, 2.140, 0.009)  0.31
H (1.784, 2.015, -1.723)  0.31
H (1.955, -0.501, -0.079)  0.31
H (1.408, -0.353, -1.729)  0.09
H (-0.139, 0.190, 0.843)  -0.06
H (-0.475, -1.009, -0.403)  0.49
H (-1.371, 0.565, -1.912)  0.00
H (-0.615, 1.953, -1.057)  0.41
H (-2.579, 0.156, 0.381)  0.43
H (-1.804, 1.460, 2.204)  0.09
H (-3.151, 2.671, -2.485)  0.43
C (7.436, -0.844, -1.013)  -0.75
N (6.638, 0.017, -1.928)  0.90
O (6.738, 1.221, -1.806)  -0.55
O (5.933, -0.549, -2.733)  -0.50
H (8.010, -0.202, -0.356)  0.31
H (6.732, -1.461, -0.461)  0.29
H (8.077, -1.463, -1.632)  0.29
C (0.462, -3.232, 3.227)  -0.67
N (0.989, -1.984, 2.611)  0.95
O (1.771, -2.086, 1.690)  -0.53
O (0.593, -0.937, 3.079)  -0.55
H (0.885, -4.085, 2.712)  0.17
H (0.740, -3.210, 4.277)  0.31
H (-0.619, -3.210, 3.121)  0.32
C (0.280, -2.027, -5.356)  -0.76
N (-0.139, -1.858, -3.938)  0.84
O (0.535, -2.373, -3.077)  -0.50
O (-1.142, -1.199, -3.743)  -0.48
H (1.183, -2.625, -5.373)  0.32
H (-0.538, -2.513, -5.878)  0.27
H (0.447, -1.033, -5.761)  0.31
C (-6.858, 1.131, -0.578)  -0.67
N (-7.620, 0.187, 0.285)  0.95
O (-7.217, -0.004, 1.413)  -0.54
O (-8.601, -0.333, -0.204)  -0.57
H (-6.012, 1.511, -0.017)  0.23
H (-6.533, 0.574, -1.451)  0.27
H (-7.539, 1.927, -0.864)  0.30
C (-4.320, 0.280, -5.227)  -0.59
N (-3.075, 1.023, -5.563)  0.97
O (-2.668, 1.841, -4.766)  -0.53
O (-2.543, 0.749, -6.616)  -0.57
H (-4.671, 0.623, -4.261)  0.11
H (-5.040, 0.484, -6.014)  0.31
H (-4.065, -0.775, -5.207)  0.28
C (0.260, -7.897, 3.424)  -0.71
N (0.398, -6.702, 2.547)  0.81
O (1.519, -6.306, 2.296)  -0.51
O (-0.628, -6.198, 2.141)  -0.48
H (1.252, -8.231, 3.704)  0.30
H (-0.323, -7.595, 4.289)  0.29
H (-0.274, -8.653, 2.856)  0.28
C (-4.357, 2.214, 4.388)  -0.27
N (-3.376, 1.657, 5.359)  0.93
O (-2.307, 1.277, 4.926)  -0.52
O (-3.710, 1.615, 6.523)  -0.56
H (-3.906, 2.181, 3.403)  -0.12
H (-5.251, 1.600, 4.446)  0.28
H (-4.577, 3.231, 4.699)  0.28
C (6.174, 4.207, 3.399)  -0.74
N (5.195, 4.076, 2.284)  0.86
O (4.232, 3.362, 2.456)  -0.48
O (5.434, 4.701, 1.272)  -0.53
H (5.829, 3.599, 4.226)  0.32
H (7.135, 3.872, 3.023)  0.28
H (6.219, 5.259, 3.664)  0.28